# 1
Molecular formula: C46H27N8O3Tb
Method: DFT, ωB97M-V/def2-TZVPD

The geometry in ORCA input format:
```
! wB97M-V def2-TZVPD RIJCOSX def2/J DEFGRID3
* xyz 0 7
Tb -0.25 -0.41 0.28
C 3.58 -0.62 -5.39
C 2.54 0.13 -5.95
C 1.49 0.58 -5.17
C 1.48 0.24 -3.82
C 0.60 0.59 -2.72
N -0.35 1.51 -2.82
C -1.02 2.01 -1.79
C -1.80 3.25 -1.85
C -2.04 4.14 -2.88
C -2.80 5.27 -2.59
C -3.29 5.49 -1.30
C -3.04 4.60 -0.27
C -2.29 3.47 -0.56
C -1.81 2.36 0.26
N -2.13 2.14 1.52
C -1.50 1.28 2.30
N -0.22 0.83 2.12
C 0.11 0.00 3.16
N 1.31 -0.51 3.36
C 2.21 -0.61 2.38
N 1.91 -0.74 1.06
C 3.06 -0.86 0.35
N 3.18 -0.94 -0.97
C 2.26 -0.59 -1.84
N 1.04 -0.01 -1.58
C 2.53 -0.51 -3.27
C 3.59 -0.94 -4.05
C 4.20 -0.79 1.27
C 5.57 -0.76 1.06
C 6.38 -0.58 2.17
C 5.84 -0.41 3.45
C 4.47 -0.44 3.66
C 3.65 -0.64 2.55
C -1.03 -0.11 4.07
C -1.24 -0.86 5.21
C -2.49 -0.78 5.81
C -3.50 0.03 5.27
C -3.29 0.78 4.13
C -2.04 0.71 3.53
N -1.06 1.54 -0.52
H 4.39 -0.95 -6.03
H 2.57 0.38 -7.00
H 0.69 1.18 -5.59
H -1.65 3.96 -3.87
H -3.01 5.99 -3.37
H -3.87 6.39 -1.11
H -3.42 4.78 0.73
H 4.40 -1.51 -3.60
H 5.98 -0.88 0.07
H 7.46 -0.55 2.05
H 6.50 -0.26 4.29
H 4.04 -0.30 4.64
H -0.47 -1.50 5.61
H -2.70 -1.36 6.70
H -4.47 0.05 5.75
H -4.07 1.39 3.70
O -0.08 -2.72 0.51
C -1.33 -3.40 0.88
C -2.45 -2.30 1.11
O -3.46 -2.63 1.67
O -2.17 -1.15 0.59
C -1.85 -4.19 -0.32
C -2.56 -5.37 -0.15
C -3.08 -6.04 -1.25
C -2.89 -5.52 -2.53
C -2.20 -4.34 -2.70
C -1.68 -3.67 -1.60
C -1.04 -4.24 2.11
C -0.19 -5.34 1.95
C 0.19 -6.10 3.04
C -0.27 -5.77 4.31
C -1.10 -4.68 4.47
C -1.49 -3.91 3.38
H 0.58 -3.41 0.44
H -2.71 -5.76 0.84
H -3.63 -6.96 -1.12
H -3.30 -6.04 -3.39
H -2.06 -3.93 -3.69
H -1.14 -2.75 -1.75
H 0.15 -5.62 0.96
H 0.85 -6.95 2.90
H 0.02 -6.37 5.16
H -1.46 -4.41 5.46
H -2.15 -3.07 3.52
*
```

HOMO-LUMO gap (spin up / spin down)	5.03 / 4.92	eV
HOMO level (spin up / spin down)	-6.470 / -6.392	eV
E_LUMO (spin up / spin down)	-1.444 / -1.469	eV
calculated total energy	-3257.6127	hartree

These are the Mulliken partial charges, in e, on atoms 1 to 5: Tb 0.89; C -0.59; C -0.61; C -0.27; C 0.36

---

# 2
Molecular formula: C46H32AsClIN5O3PPtS2
Method: DFT, ωB97M-V/def2-TZVPD

The geometry in ORCA input format:
```
! wB97M-V def2-TZVPD RIJCOSX def2/J DEFGRID3
* xyz -1 1
Pt 1.52 0.44 1.36
Cl 1.56 6.88 4.06
C 1.87 5.21 3.70
C 2.71 4.49 4.51
C 2.97 3.13 4.25
I 4.25 2.07 5.50
C 2.39 2.46 3.18
O 2.61 1.22 2.93
C 1.53 3.24 2.34
N 0.98 2.58 1.28
C 0.16 3.21 0.47
C -0.18 4.56 0.65
C 0.36 5.25 1.70
C 1.25 4.60 2.59
H 3.18 4.97 5.35
H -0.24 2.65 -0.36
H -0.86 5.04 -0.04
H 0.12 6.29 1.87
N 3.15 -0.81 0.90
C 4.07 -0.82 0.18
C 5.14 -0.91 -0.67
C 4.96 -1.60 -1.89
N 4.78 -2.17 -2.88
C 6.37 -0.27 -0.38
N 7.37 0.25 -0.16
C -0.96 0.15 -1.17
C -2.12 -0.18 -0.24
As -3.88 0.21 -1.03
C -3.35 1.90 -1.87
C -2.83 2.04 -3.16
C -2.39 3.27 -3.62
C -2.45 4.39 -2.80
C -2.96 4.27 -1.52
C -3.41 3.04 -1.06
C -3.78 -0.97 -2.58
C -4.63 -0.72 -3.66
C -4.65 -1.55 -4.77
C -3.82 -2.66 -4.81
C -2.99 -2.94 -3.74
C -2.97 -2.10 -2.63
P 0.72 -0.30 -0.60
C 1.69 0.43 -1.97
C 2.74 1.30 -1.70
C 3.46 1.87 -2.75
C 3.13 1.58 -4.06
C 2.08 0.71 -4.33
C 1.36 0.14 -3.30
C 0.88 -2.09 -0.82
C 0.08 -2.92 -0.03
C 0.16 -4.30 -0.16
C 1.06 -4.86 -1.05
C 1.89 -4.04 -1.81
C 1.80 -2.66 -1.70
H -0.93 1.23 -1.34
H -1.08 -0.31 -2.15
H -2.04 0.38 0.69
H -2.13 -1.23 0.05
H -2.75 1.17 -3.80
H -1.98 3.35 -4.62
H -2.11 5.35 -3.16
H -3.02 5.13 -0.87
H -3.81 2.95 -0.06
H -5.29 0.14 -3.63
H -5.31 -1.33 -5.60
H -3.83 -3.31 -5.68
H -2.35 -3.81 -3.76
H -2.32 -2.35 -1.81
H 3.01 1.51 -0.68
H 4.28 2.54 -2.52
H 3.70 2.01 -4.87
H 1.83 0.46 -5.36
H 0.56 -0.55 -3.52
H -0.60 -2.50 0.70
H -0.49 -4.92 0.44
H 1.14 -5.94 -1.14
H 2.63 -4.47 -2.47
H 2.47 -2.05 -2.28
O -2.08 -4.48 2.36
S -2.43 -3.40 3.25
O -3.82 -3.23 3.58
N -1.80 -1.98 2.69
C -0.93 -1.48 3.52
S -0.10 -0.01 3.35
C -0.69 -2.32 4.74
C 0.20 -2.09 5.78
C 0.27 -3.03 6.80
C -0.52 -4.18 6.77
C -1.40 -4.41 5.72
C -1.46 -3.46 4.73
H 0.81 -1.20 5.78
H 0.95 -2.88 7.63
H -0.44 -4.91 7.57
H -2.01 -5.31 5.68
*
```

HOMO-LUMO gap	6.87	eV
relative energy (zero: lowest compared OMol25 entry of this formula, charge and spin)	140.3	kJ/mol
HOMO level	-5.294	eV
E_LUMO	1.581	eV
calculated total energy	-6522.4485	hartree

These are the Mulliken partial charges, in e, on atoms 1 to 5: Pt 2.89; Cl -0.29; C 0.65; C -0.43; C -0.21

---

Please write out number 2 again, unchanged.
Molecular formula: C46H32AsClIN5O3PPtS2
Method: DFT, ωB97M-V/def2-TZVPD

The geometry in ORCA input format:
```
! wB97M-V def2-TZVPD RIJCOSX def2/J DEFGRID3
* xyz -1 1
Pt 1.52 0.44 1.36
Cl 1.56 6.88 4.06
C 1.87 5.21 3.70
C 2.71 4.49 4.51
C 2.97 3.13 4.25
I 4.25 2.07 5.50
C 2.39 2.46 3.18
O 2.61 1.22 2.93
C 1.53 3.24 2.34
N 0.98 2.58 1.28
C 0.16 3.21 0.47
C -0.18 4.56 0.65
C 0.36 5.25 1.70
C 1.25 4.60 2.59
H 3.18 4.97 5.35
H -0.24 2.65 -0.36
H -0.86 5.04 -0.04
H 0.12 6.29 1.87
N 3.15 -0.81 0.90
C 4.07 -0.82 0.18
C 5.14 -0.91 -0.67
C 4.96 -1.60 -1.89
N 4.78 -2.17 -2.88
C 6.37 -0.27 -0.38
N 7.37 0.25 -0.16
C -0.96 0.15 -1.17
C -2.12 -0.18 -0.24
As -3.88 0.21 -1.03
C -3.35 1.90 -1.87
C -2.83 2.04 -3.16
C -2.39 3.27 -3.62
C -2.45 4.39 -2.80
C -2.96 4.27 -1.52
C -3.41 3.04 -1.06
C -3.78 -0.97 -2.58
C -4.63 -0.72 -3.66
C -4.65 -1.55 -4.77
C -3.82 -2.66 -4.81
C -2.99 -2.94 -3.74
C -2.97 -2.10 -2.63
P 0.72 -0.30 -0.60
C 1.69 0.43 -1.97
C 2.74 1.30 -1.70
C 3.46 1.87 -2.75
C 3.13 1.58 -4.06
C 2.08 0.71 -4.33
C 1.36 0.14 -3.30
C 0.88 -2.09 -0.82
C 0.08 -2.92 -0.03
C 0.16 -4.30 -0.16
C 1.06 -4.86 -1.05
C 1.89 -4.04 -1.81
C 1.80 -2.66 -1.70
H -0.93 1.23 -1.34
H -1.08 -0.31 -2.15
H -2.04 0.38 0.69
H -2.13 -1.23 0.05
H -2.75 1.17 -3.80
H -1.98 3.35 -4.62
H -2.11 5.35 -3.16
H -3.02 5.13 -0.87
H -3.81 2.95 -0.06
H -5.29 0.14 -3.63
H -5.31 -1.33 -5.60
H -3.83 -3.31 -5.68
H -2.35 -3.81 -3.76
H -2.32 -2.35 -1.81
H 3.01 1.51 -0.68
H 4.28 2.54 -2.52
H 3.70 2.01 -4.87
H 1.83 0.46 -5.36
H 0.56 -0.55 -3.52
H -0.60 -2.50 0.70
H -0.49 -4.92 0.44
H 1.14 -5.94 -1.14
H 2.63 -4.47 -2.47
H 2.47 -2.05 -2.28
O -2.08 -4.48 2.36
S -2.43 -3.40 3.25
O -3.82 -3.23 3.58
N -1.80 -1.98 2.69
C -0.93 -1.48 3.52
S -0.10 -0.01 3.35
C -0.69 -2.32 4.74
C 0.20 -2.09 5.78
C 0.27 -3.03 6.80
C -0.52 -4.18 6.77
C -1.40 -4.41 5.72
C -1.46 -3.46 4.73
H 0.81 -1.20 5.78
H 0.95 -2.88 7.63
H -0.44 -4.91 7.57
H -2.01 -5.31 5.68
*
```

HOMO-LUMO gap	6.87	eV
relative energy (zero: lowest compared OMol25 entry of this formula, charge and spin)	140.3	kJ/mol
HOMO level	-5.294	eV
E_LUMO	1.581	eV
calculated total energy	-6522.4485	hartree

These are the Mulliken partial charges, in e, on atoms 1 to 5: Pt 2.89; Cl -0.29; C 0.65; C -0.43; C -0.21

---

Please write out number 1 again, unchanged.
Molecular formula: C46H27N8O3Tb
Method: DFT, ωB97M-V/def2-TZVPD

The geometry in ORCA input format:
```
! wB97M-V def2-TZVPD RIJCOSX def2/J DEFGRID3
* xyz 0 7
Tb -0.25 -0.41 0.28
C 3.58 -0.62 -5.39
C 2.54 0.13 -5.95
C 1.49 0.58 -5.17
C 1.48 0.24 -3.82
C 0.60 0.59 -2.72
N -0.35 1.51 -2.82
C -1.02 2.01 -1.79
C -1.80 3.25 -1.85
C -2.04 4.14 -2.88
C -2.80 5.27 -2.59
C -3.29 5.49 -1.30
C -3.04 4.60 -0.27
C -2.29 3.47 -0.56
C -1.81 2.36 0.26
N -2.13 2.14 1.52
C -1.50 1.28 2.30
N -0.22 0.83 2.12
C 0.11 0.00 3.16
N 1.31 -0.51 3.36
C 2.21 -0.61 2.38
N 1.91 -0.74 1.06
C 3.06 -0.86 0.35
N 3.18 -0.94 -0.97
C 2.26 -0.59 -1.84
N 1.04 -0.01 -1.58
C 2.53 -0.51 -3.27
C 3.59 -0.94 -4.05
C 4.20 -0.79 1.27
C 5.57 -0.76 1.06
C 6.38 -0.58 2.17
C 5.84 -0.41 3.45
C 4.47 -0.44 3.66
C 3.65 -0.64 2.55
C -1.03 -0.11 4.07
C -1.24 -0.86 5.21
C -2.49 -0.78 5.81
C -3.50 0.03 5.27
C -3.29 0.78 4.13
C -2.04 0.71 3.53
N -1.06 1.54 -0.52
H 4.39 -0.95 -6.03
H 2.57 0.38 -7.00
H 0.69 1.18 -5.59
H -1.65 3.96 -3.87
H -3.01 5.99 -3.37
H -3.87 6.39 -1.11
H -3.42 4.78 0.73
H 4.40 -1.51 -3.60
H 5.98 -0.88 0.07
H 7.46 -0.55 2.05
H 6.50 -0.26 4.29
H 4.04 -0.30 4.64
H -0.47 -1.50 5.61
H -2.70 -1.36 6.70
H -4.47 0.05 5.75
H -4.07 1.39 3.70
O -0.08 -2.72 0.51
C -1.33 -3.40 0.88
C -2.45 -2.30 1.11
O -3.46 -2.63 1.67
O -2.17 -1.15 0.59
C -1.85 -4.19 -0.32
C -2.56 -5.37 -0.15
C -3.08 -6.04 -1.25
C -2.89 -5.52 -2.53
C -2.20 -4.34 -2.70
C -1.68 -3.67 -1.60
C -1.04 -4.24 2.11
C -0.19 -5.34 1.95
C 0.19 -6.10 3.04
C -0.27 -5.77 4.31
C -1.10 -4.68 4.47
C -1.49 -3.91 3.38
H 0.58 -3.41 0.44
H -2.71 -5.76 0.84
H -3.63 -6.96 -1.12
H -3.30 -6.04 -3.39
H -2.06 -3.93 -3.69
H -1.14 -2.75 -1.75
H 0.15 -5.62 0.96
H 0.85 -6.95 2.90
H 0.02 -6.37 5.16
H -1.46 -4.41 5.46
H -2.15 -3.07 3.52
*
```

HOMO-LUMO gap (spin up / spin down)	5.03 / 4.92	eV
HOMO level (spin up / spin down)	-6.470 / -6.392	eV
E_LUMO (spin up / spin down)	-1.444 / -1.469	eV
calculated total energy	-3257.6127	hartree

These are the Mulliken partial charges, in e, on atoms 1 to 5: Tb 0.89; C -0.59; C -0.61; C -0.27; C 0.36